1.
{
  "formula": "C4H7NO2",
  "method": "ωB97M-V with the def2-TZVPD basis set",
  "elements": ["C", "N", "C", "C", "O", "C", "O", "H", "H", "H", "H", "H", "H", "H"],
  "positions_angstrom": [[2.26096, -0.36061, -0.81299], [1.31493, 0.70545, -0.51224], [0.15032, 0.38592, -0.16752], [-1.01397, 1.29227, 0.16163], [-2.15084, 0.47971, -0.06058], [-1.73032, -0.85638, -0.14318], [-0.32156, -0.89065, -0.03246], [2.74205, -0.15494, -1.77534], [3.05203, -0.36571, -0.05554], [1.80876, -1.35918, -0.84943], [-1.04104, 2.17240, -0.48406], [-1.00246, 1.59201, 1.21509], [-2.01579, -1.25705, -1.12032], [-2.15383, -1.46184, 0.66456]],
  "forces_ev_per_angstrom": [[0.13, -0.12, -0.02], [-0.39, -0.11, 0.17], [0.22, 0.19, -0.06], [0.22, 0.17, 0.02], [-0.13, 0.04, -0.09], [-0.18, -0.37, -0.06], [0.08, -0.06, -0.11], [-0.11, 0.04, 0.17], [-0.12, 0.02, -0.08], [0.07, 0.18, 0.00], [0.00, -0.13, 0.11], [0.24, 0.12, -0.08], [-0.05, -0.06, 0.06], [0.01, 0.09, -0.04]],
  "lumo_energy_ev": 0.89,
  "spin_multiplicity": 1,
  "energy_ha": -361.81529,
  "smiles": "C/N=C1/COCO1",
  "homo_energy_ha": -0.3631,
  "relative_energy_kcal_mol": 41.1
}

2.
{
  "formula": "C4H7N3S",
  "method": "ωB97M-V with the def2-TZVPD basis set",
  "elements": ["C", "C", "C", "C", "H", "H", "H", "H", "H", "H", "H", "N", "N", "N", "S"],
  "positions_angstrom": [[2.29595, -0.61754, 0.57589], [-0.31419, 0.10779, -0.32219], [-1.49953, 1.04420, -0.06563], [-2.66943, 0.15500, 0.02961], [2.58846, 0.26396, 1.18709], [1.43081, -1.07072, 1.11747], [3.01171, -1.40149, 0.53696], [2.60215, 0.18175, -1.25852], [-1.37575, 1.68971, 0.82254], [-1.61671, 1.59077, -0.98453], [-3.69211, 0.51038, 0.21772], [1.85644, -0.36031, -0.78901], [0.81120, 0.59880, -0.59616], [-2.56209, -1.12926, -0.09417], [-0.86691, -1.56303, -0.37708]],
  "forces_ev_per_angstrom": [[-1.10, -0.61, 1.07], [-0.57, 0.65, -0.20], [0.57, -0.83, 0.18], [-1.13, -2.08, 0.38], [0.17, -0.37, -0.66], [0.61, 0.29, -0.33], [1.09, -0.39, 0.20], [-0.59, -0.49, 0.29], [0.01, -0.17, -0.59], [0.01, 0.90, -0.21], [0.44, 0.09, -0.10], [0.06, 1.06, 0.17], [0.14, 0.35, -0.41], [1.09, 1.41, -0.07], [-0.79, 0.18, 0.28]],
  "lumo_energy_ev": 0.93,
  "spin_multiplicity": 1,
  "energy_ha": -718.99802,
  "smiles": "CN/N=C1/CC=NS1",
  "homo_energy_ha": -0.3165,
  "relative_energy_kcal_mol": 65.6
}

3.
{
  "formula": "H2N2O2S",
  "method": "ωB97M-V with the def2-TZVPD basis set",
  "elements": ["N", "N", "O", "O", "S", "H", "H"],
  "positions_angstrom": [[-1.48144, -0.15061, -0.10571], [-0.34000, 0.42173, -0.20982], [-3.85088, -0.67066, -0.08351], [0.70130, -0.43918, 0.06336], [-2.89024, 0.38447, 0.10350], [-0.22224, 1.21809, 0.30691], [0.59942, -0.82968, 0.95014]],
  "forces_ev_per_angstrom": [[-2.01, -1.55, -0.16], [1.08, -0.94, -1.04], [-0.82, -0.43, 0.17], [1.17, -0.59, -0.12], [0.38, 0.54, -0.22], [0.51, 2.73, 1.55], [-0.32, 0.24, -0.18]],
  "lumo_energy_ev": -0.38,
  "spin_multiplicity": 1,
  "energy_ha": -659.23813,
  "homo_energy_ha": -0.3396,
  "relative_energy_kcal_mol": 41.3
}

4.
{
  "formula": "C2H4N3P",
  "method": "ωB97M-V with the def2-TZVPD basis set",
  "elements": ["C", "C", "N", "N", "N", "P", "H", "H", "H", "H"],
  "positions_angstrom": [[1.78872, 0.53678, 0.42065], [0.46246, 0.40821, 0.21372], [2.69986, 0.14919, -0.45733], [3.89668, -0.12764, -0.23592], [-3.32079, -0.09561, -0.39488], [-1.04278, 0.60889, -0.38286], [2.11039, 1.13038, 1.27670], [4.41134, -0.19057, -1.12290], [-3.60415, 0.10158, 0.56135], [-3.28253, -1.10854, -0.48010]],
  "forces_ev_per_angstrom": [[-0.47, 0.75, 2.01], [-2.20, -0.31, -0.96], [1.52, -0.98, -2.91], [-0.54, 0.42, 1.25], [0.83, 0.19, -0.24], [1.17, 0.44, 0.33], [0.12, -0.10, 0.13], [-0.47, -0.04, -0.11], [0.02, -0.10, 0.34], [0.01, -0.27, 0.16]],
  "lumo_energy_ev": [-1.34, -1.60],
  "spin_multiplicity": 1,
  "energy_ha": -584.00051,
  "homo_energy_ha": [-0.3061, -0.3272],
  "relative_energy_kcal_mol": 130.6
}

5.
{
  "formula": "C4H7N2O",
  "method": "ωB97M-V with the def2-TZVPD basis set",
  "elements": ["C", "C", "C", "C", "N", "N", "O", "H", "H", "H", "H", "H", "H", "H"],
  "positions_angstrom": [[-0.47419, -1.07788, -1.60198], [-0.47367, 0.19800, -1.22507], [0.19768, 0.36139, 2.09903], [1.82221, -0.25222, 0.26682], [0.84036, -0.21626, 1.11851], [-0.80045, -0.31638, 2.54948], [2.69265, -0.63609, -0.31375], [-0.42427, -2.04101, -1.01160], [-0.14227, -1.07071, -2.67625], [-1.32645, 0.54113, -0.20532], [0.50998, 1.30477, 2.54068], [-0.16976, 1.19813, -1.81430], [-1.31723, -0.11047, 3.33594], [-1.01314, -1.22526, 2.06175]],
  "forces_ev_per_angstrom": [[2.16, 0.30, -1.75], [-3.85, 3.32, 2.55], [1.19, 0.07, -0.46], [-5.19, 0.47, 5.55], [3.54, -0.34, -3.04], [-0.02, -2.27, -2.06], [2.10, -0.28, -2.07], [-1.06, 1.42, -0.73], [0.08, -1.09, 1.07], [3.20, -0.99, -2.72], [-0.23, 0.00, 0.01], [-0.95, -2.84, 0.90], [-1.23, 0.89, 1.96], [0.25, 1.35, 0.80]],
  "lumo_energy_ev": -5.14,
  "spin_multiplicity": 1,
  "energy_ha": -340.97762,
  "total_charge": 1,
  "homo_energy_ha": -0.4978,
  "relative_energy_kcal_mol": 99.5
}

6.
{
  "formula": "C26H32BrO4Pt",
  "method": "ωB97M-V with the def2-TZVPD basis set",
  "elements": ["O", "C", "C", "H", "H", "C", "H", "H", "C", "H", "H", "H", "C", "H", "H", "H", "Pt", "C", "C", "C", "H", "C", "C", "H", "H", "H", "H", "C", "C", "C", "H", "C", "C", "H", "H", "H", "H", "O", "C", "C", "H", "H", "C", "H", "H", "C", "H", "H", "H", "H", "Br", "C", "C", "C", "C", "C", "C", "C", "O", "O", "H", "H", "H", "H"],
  "positions_angstrom": [[0.33269, 3.68215, -1.29075], [-0.19828, 2.63070, -2.15204], [0.97314, 2.66851, -3.12001], [-1.14313, 2.88144, -2.66587], [-0.31678, 1.75676, -1.50175], [1.53393, 3.66415, -2.07881], [0.65199, 3.08838, -4.07811], [1.49308, 1.72285, -3.24459], [1.82832, 5.05417, -2.56835], [0.94573, 5.52450, -3.03289], [2.66650, 5.02766, -3.26106], [2.18837, 5.61597, -1.70550], [2.72285, 3.21834, -1.27117], [2.95211, 2.14848, -1.27135], [2.65615, 3.53991, -0.21835], [3.56240, 3.76452, -1.71895], [-0.57033, -1.00622, 0.23758], [1.41339, -2.48849, -1.77840], [0.13827, -2.92969, -1.45088], [-0.81396, -1.81842, -1.63983], [-0.15072, -3.96341, -1.30175], [0.01721, -0.67066, -2.10057], [1.35541, -1.10461, -2.15323], [2.20295, -0.50067, -2.50163], [2.28526, -3.13272, -1.84245], [-1.88395, -1.85895, -1.83817], [-0.40932, 0.17476, -2.61785], [1.39899, -2.02446, 1.86684], [2.52560, -1.76373, 1.05664], [2.53242, -0.38508, 0.68710], [3.31774, -2.49261, 0.90909], [1.31837, 0.21531, 1.12242], [0.60803, -0.77973, 1.94890], [-0.20028, -0.53113, 2.63120], [1.37241, -2.89148, 2.52646], [3.37514, 0.15419, 0.28183], [1.04612, 1.26738, 1.06984], [-2.29161, 2.59848, -0.39523], [-2.16300, 4.03184, -0.71350], [-3.46997, 4.78002, -0.45039], [-1.88342, 4.15283, -1.76541], [-1.37273, 4.45308, -0.07754], [-4.42331, 3.72028, 0.13213], [-3.88444, 5.22025, -1.36544], [-3.31855, 5.60551, 0.26384], [-3.55802, 2.44980, 0.27864], [-5.26274, 3.56434, -0.55349], [-4.81970, 4.10728, 1.07623], [-4.08083, 1.56766, -0.12931], [-3.31814, 2.30675, 1.34151], [1.44838, -5.47899, 0.35036], [0.70293, -5.62517, 2.08947], [1.24884, -6.61394, 2.91871], [0.79471, -6.76749, 4.23411], [-0.27076, -5.98909, 4.68849], [-0.89588, -5.08757, 3.82698], [-0.36659, -4.80741, 2.55692], [-1.03876, -3.71401, 1.72867], [-2.26379, -3.53829, 1.74848], [-0.15951, -3.01077, 1.00321], [2.06120, -7.25419, 2.56324], [1.29383, -7.48796, 4.88559], [-0.61796, -6.07320, 5.72434], [-1.81800, -4.56811, 4.10581]],
  "forces_ev_per_angstrom": [[-0.13, -0.92, -1.09], [-0.59, -0.20, 0.35], [-0.33, 0.10, 0.63], [0.33, -0.28, 0.58], [-0.15, 0.06, -0.47], [0.69, 0.51, -0.36], [0.49, -0.01, 0.14], [0.27, 0.10, -0.14], [-0.11, 0.33, -0.20], [0.43, -0.11, 0.23], [-0.07, 0.04, -0.31], [-0.31, 0.37, -0.04], [0.93, 0.07, 0.31], [-0.21, 0.00, -0.15], [-0.18, 0.04, -0.43], [0.28, -0.54, 0.35], [-2.49, 1.29, 0.25], [0.25, 1.23, -0.71], [-0.84, -0.12, -1.71], [1.76, 0.69, -1.11], [0.07, 0.34, 0.21], [-1.56, -1.87, 0.36], [1.13, -1.45, -0.14], [-0.46, -0.34, 0.26], [-0.09, 0.29, 0.25], [0.12, -0.32, 0.19], [0.12, 0.16, 0.39], [0.99, 0.40, 1.25], [0.28, 1.41, 0.18], [-0.06, -1.39, 0.54], [-0.17, 0.27, -0.15], [-0.11, -0.84, 1.14], [1.49, 0.46, -0.76], [0.08, -0.19, 0.22], [0.00, 0.60, 0.03], [-0.14, -0.08, -0.36], [0.09, -0.21, -0.11], [-1.25, 1.62, -0.38], [0.15, 0.43, 0.38], [-0.20, -0.08, 0.15], [-0.11, -0.03, 0.58], [-0.21, -0.29, -0.36], [0.11, 0.23, -0.38], [0.17, -0.14, 0.19], [0.02, -0.35, -0.30], [-0.11, -0.19, 0.60], [0.13, -0.11, 0.22], [-0.01, -0.53, -0.07], [0.32, 0.23, 0.26], [-0.26, -0.27, -0.12], [0.08, -0.19, 0.11], [-0.41, 0.21, 1.01], [0.00, 0.16, 0.06], [-0.05, 0.39, -0.30], [-0.08, -0.07, 0.12], [0.13, 0.28, -0.22], [0.16, -0.71, -0.50], [-1.43, -0.34, -0.01], [2.53, 0.13, -0.12], [-1.39, -0.69, 0.09], [-0.34, 0.32, -0.01], [-0.26, 0.23, -0.19], [0.04, -0.12, -0.52], [0.48, -0.06, 0.07]],
  "lumo_energy_ev": [-3.22, -6.37],
  "spin_multiplicity": 5,
  "energy_ha": -4003.62333,
  "total_charge": 1,
  "homo_energy_ha": [-0.4234, -0.4318],
  "relative_energy_kcal_mol": 41.7
}

7.
{
  "formula": "C5H5NO2",
  "method": "ωB97M-V with the def2-TZVPD basis set",
  "elements": ["C", "C", "C", "C", "C", "H", "H", "H", "H", "H", "N", "O", "O"],
  "positions_angstrom": [[-0.77125, -0.66094, 0.02821], [0.44355, -1.12641, -0.04907], [1.53248, -0.12383, -0.03113], [0.75933, 1.22355, 0.11968], [-0.71496, 0.81370, -0.07783], [-2.14929, -2.18536, 0.25327], [-2.80162, -0.61932, 0.15334], [0.65304, -2.21221, -0.01623], [1.15858, 1.91629, -0.62097], [1.06504, 1.65734, 1.17152], [-1.98958, -1.26028, 0.00501], [2.70820, -0.34142, -0.03765], [-1.64490, 1.53002, -0.07674]],
  "forces_ev_per_angstrom": [[-2.22, 0.61, -0.94], [2.83, -3.11, 0.24], [-2.34, 0.27, 0.54], [1.88, 0.14, 0.83], [2.73, -0.22, 1.92], [0.07, -1.68, 0.40], [1.21, -0.84, -0.24], [0.12, 0.72, -0.12], [-0.33, 0.22, -0.01], [-1.13, -0.77, -1.93], [-1.05, 2.86, -0.03], [0.54, 0.23, -0.14], [-2.30, 1.58, -0.52]],
  "lumo_energy_ev": 0.04,
  "spin_multiplicity": 1,
  "energy_ha": -398.74803,
  "smiles": "NC1=CC(=O)CC1=O",
  "homo_energy_ha": -0.3476,
  "relative_energy_kcal_mol": 19.1
}

8.
{
  "formula": "C4H8NOPS",
  "method": "ωB97M-V with the def2-TZVPD basis set",
  "elements": ["C", "C", "C", "C", "N", "O", "P", "S", "H", "H", "H", "H", "H", "H", "H", "H"],
  "positions_angstrom": [[-4.62721, -1.90685, 0.40211], [0.65151, -1.68405, 0.82918], [-0.99245, 2.42032, -0.56669], [0.62366, -1.06064, -0.52244], [-3.88227, -0.98400, 0.25925], [-0.28101, -0.00116, -0.65618], [-0.98668, 0.93117, 0.51687], [-3.13548, 0.47544, -0.05564], [-0.34997, -1.79006, 1.32568], [0.94136, -2.68773, 0.76281], [1.37410, -1.31596, 1.63462], [-1.34079, 2.20084, -1.52550], [-1.57832, 3.14586, -0.04963], [0.03643, 2.57733, -0.36910], [0.28250, -1.86658, -1.33076], [1.59501, -0.45531, -0.74079]],
  "forces_ev_per_angstrom": [[1.55, 1.73, -0.28], [-0.11, 0.14, 2.72], [-0.91, -1.20, 2.63], [1.15, 0.26, -1.43], [-0.70, -1.60, 0.75], [-1.41, 1.36, 0.33], [-0.55, -1.96, -1.09], [-0.25, 0.94, -0.46], [0.61, 0.50, -0.61], [0.59, -1.68, -0.47], [-1.01, 0.30, -1.32], [-0.06, -0.17, -1.62], [-0.35, 0.91, 0.12], [1.24, 0.86, -0.76], [1.19, 1.81, 1.55], [-0.96, -2.20, -0.07]],
  "lumo_energy_ev": 0.32,
  "spin_multiplicity": 1,
  "energy_ha": -1026.65284,
  "homo_energy_ha": -0.3346,
  "relative_energy_kcal_mol": 45.6
}